(1)
Below is a 2-piece molecular cluster, C12H12Cl2O overall at a distorted geometry, with properties calculated with ωB97M-V/def2-TZVPD.

Geometry as XYZ:
```
27
Properties=species:S:1:pos:R:3:forces:R:3
Cl 1.8355 1.5490 1.9345 -0.9 0.7 -0.8
Cl -0.1721 3.3812 0.5596 0.4 0.3 0.7
O -0.7010 1.5580 2.3648 1.6 1.8 -2.0
C -0.6086 -2.1896 2.2692 -1.3 1.0 -0.1
C 1.1218 -2.9083 0.7938 -1.6 1.5 1.8
C 0.9193 1.1396 -1.3577 0.1 -2.3 -0.3
C 0.3346 -3.1230 1.9720 0.5 -0.5 -1.6
C -0.7954 -1.0819 1.4887 0.1 2.0 -1.2
C 0.0323 -0.7814 0.4039 0.0 0.8 -0.4
C 0.1293 2.0561 1.6385 -1.1 -1.3 3.1
C 1.0084 -1.7033 0.0823 -0.5 -1.1 1.3
C -1.4998 1.9113 -1.9187 -1.6 1.5 4.0
C -0.1472 0.4617 -0.4793 2.9 -1.8 0.6
C -1.2955 1.0004 -0.6990 0.0 2.0 -2.6
C 1.2597 0.6285 -2.5483 1.3 1.7 1.7
H 0.2304 -4.0182 2.5765 0.9 -0.2 -0.4
H -2.4340 2.5609 -1.5635 1.8 -1.3 -2.0
H 1.6750 -1.4760 -0.6922 0.9 0.0 -1.1
H 1.2427 -0.3607 -2.8072 -1.4 -2.6 -0.4
H -2.1741 0.8101 -0.2407 -2.6 -1.2 1.8
H -1.5198 1.1299 -2.6157 -1.2 -0.5 -2.0
H 1.9429 1.0730 -3.2260 0.5 1.3 -0.3
H 1.2729 2.1066 -1.0243 -0.1 0.0 -0.3
H -1.5275 -0.3073 1.7114 -0.2 -0.7 0.2
H -0.5962 2.4567 -2.1210 -0.3 0.8 -0.1
H 1.8240 -3.5916 0.4673 1.3 -1.4 -0.4
H -1.3577 -2.2820 3.0309 0.1 -0.5 0.7
```
Positions in Å, forces in eV/Å.

**Energy above the lowest of the compared OMol25 structures with the same formula, charge and spin**: 0.000 eV
**SMILES**: C=C/C(=C\C)c1ccccc1.O=C(Cl)Cl
**Frontier orbital gap**: 0.3134 Ha
**HOMO level**: -8.57 eV

---

(2)
Below is C4H6BeCl2F3O2 as an isolated structure at a distorted geometry, with properties calculated with ωB97M-V/def2-TZVPD.

Geometry as XYZ:
```
18
Properties=species:S:1:pos:R:3:forces:R:3
Cl 0.8694 3.1141 -1.6615 1.2 -1.1 1.4
Cl 4.8869 2.9962 -0.6348 -1.8 -1.3 0.9
F -2.5666 -0.3821 1.5076 1.3 0.1 0.4
F -1.5578 -2.0704 2.3843 0.6 0.3 -0.4
F -1.4447 -0.1912 3.4028 0.2 0.1 -1.2
O -0.2603 0.5380 0.2221 -1.7 -1.0 1.4
O 1.1141 -0.0197 1.9404 -1.8 0.2 -0.7
C -0.1180 -0.4349 1.3242 4.3 1.3 -1.9
C -1.3999 -0.7364 2.1527 -1.2 0.3 1.1
C -0.8104 0.0883 -1.0069 1.1 0.9 -1.7
C 0.1446 -0.7742 -1.8203 0.7 -0.6 0.1
Be 2.4448 1.6398 0.2442 -1.2 1.1 -1.2
H 0.1052 -1.8299 -1.5521 -0.4 -0.2 -0.1
H -1.7730 -0.3960 -1.1709 -0.5 -0.1 1.5
H 0.1446 -1.3483 0.7906 -0.6 -0.7 0.2
H -0.0680 -0.6484 -2.8819 -0.1 -0.2 0.0
H 1.2080 -0.5724 -1.6915 0.0 0.7 0.1
H -0.9189 1.0276 -1.5491 0.1 0.1 0.0
```
Positions in Å, forces in eV/Å.

**Net charge**: -1
**Energy above the lowest of the compared OMol25 structures with the same formula, charge and spin**: 0.773 eV
**Frontier orbital gap**: 0.2467 Ha
**HOMO level**: -6.28 eV

---

(3)
Below is a 2-piece molecular cluster, C6H13N2 overall, with properties calculated with ωB97M-V/def2-TZVPD.

Geometry as XYZ:
```
21
Properties=species:S:1:pos:R:3:forces:R:3
N -1.4047 0.2077 -3.1832 -0.6 0.1 -0.2
N 0.9658 -0.8044 1.4946 -0.2 0.1 0.0
C 1.0866 -0.1125 2.7313 -0.4 0.1 -0.3
C 2.2278 -0.0405 3.3886 0.3 0.0 -0.2
C 1.4346 -0.2479 0.4661 0.4 0.1 0.2
C -1.2160 0.1596 -1.6813 -0.8 -0.3 -0.5
C -1.4106 1.4906 -1.0477 0.8 0.2 0.0
C -1.1748 -1.0492 -1.1584 -0.1 -0.1 0.1
H 2.3301 0.4370 4.3506 -0.1 0.0 0.0
H 1.8607 0.7586 0.4919 0.2 0.0 0.0
H -1.4269 -1.9336 -1.7325 0.6 -0.1 -0.2
H -0.9779 -0.5756 -3.6801 0.3 0.0 0.2
H -1.0472 1.0858 -3.5652 0.2 -0.1 0.0
H 1.4572 -0.7840 -0.4784 -0.1 0.0 0.0
H 0.1526 0.3149 3.0781 0.0 -0.1 0.2
H 3.1030 -0.4993 2.9422 0.1 0.0 0.2
H -0.9440 -1.2042 -0.1138 -0.3 0.1 0.1
H -1.3863 1.3442 0.0278 0.0 0.2 0.1
H -2.4000 0.1777 -3.4317 0.0 0.1 0.1
H -0.6418 2.2113 -1.3431 0.1 -0.1 0.1
H -2.3660 1.9472 -1.3166 -0.1 -0.3 0.0
```
Positions in Å, forces in eV/Å.

**Net charge**: +1
**Energy above the lowest of the compared OMol25 structures with the same formula, charge and spin**: 2.922 eV
**Frontier orbital gap**: 0.2958 Ha
**HOMO level**: -11.84 eV

---

(4)
Below is an isolated molecule of C3H3NO at a distorted geometry, with properties calculated with ωB97M-V/def2-TZVPD.

Geometry as XYZ:
```
8
Properties=species:S:1:pos:R:3:forces:R:3
O 0.1115 -1.4592 -0.0024 0.2 -0.1 -0.1
N -1.1767 -0.9863 0.0128 0.6 1.3 -0.5
C 0.9821 -0.4351 -0.0279 -1.2 -0.2 0.4
C -1.0380 0.3217 -0.0471 -1.0 0.1 0.9
C 0.3260 0.7628 0.0079 0.1 -1.5 -0.4
H 0.7998 1.7234 0.0687 -0.3 0.2 -0.1
H 1.9726 -0.8144 -0.0198 0.8 0.3 0.0
H -1.9773 0.8872 0.0077 0.7 -0.1 -0.2
```
Positions in Å, forces in eV/Å.

**Energy above the lowest of the compared OMol25 structures with the same formula, charge and spin**: 1.179 eV
**SMILES**: c1cnoc1
**Frontier orbital gap**: 0.4097 Ha
**HOMO level**: -10.10 eV

---

(5)
Below is an isolated ion of composition C5H13NS and charge +1 at a distorted geometry, with properties calculated with ωB97M-V/def2-TZVPD.

Geometry as XYZ:
```
20
Properties=species:S:1:pos:R:3:forces:R:3
S -1.1195 0.7069 2.4218 0.3 0.0 0.0
N 1.0923 -0.9518 -1.2479 0.1 -0.4 0.8
C -1.3014 -0.3936 -1.7279 1.3 -0.5 -0.3
C 0.1263 0.9150 -0.0339 -0.2 0.0 -0.4
C 0.1121 0.1022 -1.3281 -0.4 -0.5 -0.9
C 2.3385 -0.7558 -1.9652 -0.2 -0.8 -0.3
C -0.1327 -0.0402 1.1330 0.4 0.9 0.1
H -1.9670 -0.5275 -0.8857 -0.5 0.1 0.0
H 0.8097 -0.3906 1.5697 -0.4 -0.4 0.0
H 1.1127 1.3738 0.0643 -0.2 0.1 0.2
H -0.8483 -0.2017 3.3869 -0.1 0.0 0.0
H 0.7412 -1.8968 -1.2888 -0.1 0.2 -0.3
H -0.7856 -0.8608 0.8198 0.1 -0.5 0.0
H -0.6438 1.6809 -0.1045 0.0 0.3 0.1
H 3.0528 -0.1711 -1.3886 0.0 0.2 -0.2
H 0.3904 0.7180 -2.1856 0.3 0.5 0.3
H 2.1543 -0.3548 -2.9661 0.2 0.4 0.1
H -1.1634 -1.3556 -2.2328 -0.2 0.0 0.2
H 2.7661 -1.7385 -2.1581 0.2 0.0 0.2
H -1.6644 0.2623 -2.5087 -0.7 0.2 0.3
```
Positions in Å, forces in eV/Å.

**Multiplicity**: 2
**Net charge**: +1
**Energy above the lowest of the compared OMol25 structures with the same formula, charge and spin**: 1.154 eV
**Frontier orbital gap (spin up / spin down)**: 0.3030 / 0.1179 Ha
**HOMO level (spin up / spin down)**: -12.15 / -12.12 eV

---

(6)
Below is C27H62BrCaCl4N5NaO11PSi as an isolated structure at a distorted geometry, with properties calculated with ωB97M-V/def2-TZVPD.

Geometry as XYZ:
```
114
Properties=species:S:1:pos:R:3:forces:R:3
Br 4.7806 1.6815 0.7341 2.8 1.7 2.3
Ca 6.3544 -1.8228 -7.7687 0.5 0.2 -0.8
Cl -1.2558 4.2538 -7.6648 0.0 0.0 0.0
Cl 3.2440 5.2084 6.7972 -0.2 0.4 1.0
Cl -0.5478 4.2378 -4.3366 0.2 0.0 0.1
Cl -1.5210 0.1662 0.7834 0.8 -2.8 -1.1
P 5.4212 -4.9925 -2.3707 2.0 -1.8 -0.2
Si 2.6968 -5.6220 -1.8765 -1.9 -0.9 0.3
Na -0.0618 2.8761 -1.4389 -0.5 0.9 0.7
O 1.7622 3.8109 3.2846 -0.1 0.0 -0.1
O 4.0896 -5.6590 -2.9020 -0.2 1.4 1.1
O 4.2247 1.7390 -1.9932 -1.2 -0.4 -0.3
O -7.0412 4.0434 5.4355 0.0 -0.2 0.1
O 6.3935 -5.9191 -1.8258 0.2 -0.4 0.2
O 2.0595 1.8235 -2.4148 -0.6 -0.7 0.9
O -1.0285 -4.2066 -3.6822 0.5 0.1 0.0
O 6.0456 -4.3202 -3.7221 -1.2 1.1 0.6
O -3.1485 -4.9815 -3.8491 0.2 0.1 0.1
O -1.5994 -5.7265 -5.2463 -0.2 0.0 0.1
O 5.1447 -3.8637 -1.2620 -0.4 0.3 -1.1
N -7.7388 2.3364 6.7663 0.1 0.0 0.0
N 2.3306 2.4646 5.0225 -0.1 -0.2 -0.1
N 3.6461 4.2554 4.4611 0.3 -0.4 -1.2
N -9.0594 4.1939 6.4486 0.0 0.1 0.0
N -3.3082 2.1185 4.8467 -0.3 -0.4 0.3
C -3.9096 0.7701 4.4648 0.2 0.0 -0.1
C -1.9767 3.8341 2.2468 -0.2 0.2 -0.5
C 1.9802 -3.9068 -1.5803 0.3 -0.1 -0.1
C 3.4080 -3.2758 -6.0047 0.6 0.5 -1.0
C 1.0910 -0.4386 -2.7669 -0.3 0.5 -0.8
C 2.5921 -1.3403 -4.5427 -0.3 -0.2 -1.3
C -1.4565 3.5166 3.6436 0.0 0.4 0.1
C -3.3807 -0.1722 5.5203 0.0 -0.1 0.0
C -1.9065 2.5920 1.3581 -0.3 2.9 0.5
C 1.3513 -0.4588 -4.3186 0.4 0.0 1.6
C -2.3384 3.7432 -6.3471 0.0 -0.1 0.0
C 0.8856 0.9869 -2.2656 -0.8 -1.0 0.3
C 2.9149 0.5213 -0.3409 -1.7 -0.5 -1.2
C -1.8981 2.2015 4.2603 0.5 -0.1 -0.2
C 4.9224 -3.2507 -5.6462 -0.7 -0.1 0.1
C -4.2471 3.1960 4.4136 0.1 -0.2 0.0
C 3.1339 1.3851 -1.6344 1.1 0.2 0.2
C 2.7080 -1.9072 -5.9833 -0.8 -0.4 0.8
C -2.1346 4.5630 -5.0987 -0.4 0.0 0.0
C -7.8905 3.5571 6.1684 -0.2 0.1 0.0
C 2.5318 3.5286 4.1983 0.1 -0.1 0.1
C -1.9426 -4.8920 -4.1614 -0.4 0.2 0.3
C -3.5570 0.6462 6.7918 0.0 -0.1 0.2
C 2.9220 -6.4652 -0.2165 0.1 0.2 0.1
C 5.1838 -3.2418 -4.1292 -0.4 0.0 -0.3
C -3.2477 2.0863 6.3784 -0.1 0.0 0.0
C 1.3755 -6.5359 -2.8282 0.9 0.5 -0.6
H 2.8072 1.1051 0.6278 -0.6 -0.5 -1.4
H 5.3402 -2.3235 -6.0981 -0.5 -0.3 1.0
H 3.8227 5.0505 3.8739 0.0 0.1 0.1
H 1.6856 -3.4417 -2.5294 0.0 0.0 0.2
H -3.3588 3.8714 -6.7046 0.0 0.1 0.1
H -0.9081 2.1870 1.3352 0.1 0.1 0.3
H -2.2661 2.4190 6.7013 0.0 0.0 -0.1
H 3.4927 -7.3983 -0.2534 0.1 0.3 0.0
H 3.7838 -0.1273 -0.2280 -0.2 -0.1 -0.3
H 1.0331 -4.0702 -1.0461 0.2 -0.1 -0.2
H 2.9465 2.2264 5.7772 0.0 0.2 0.1
H 1.4545 -6.1409 -3.8536 -0.4 -0.1 0.1
H -2.4886 -6.0926 -5.3628 0.2 -0.3 -0.4
H 1.5318 0.5767 -4.6277 -0.1 -0.2 -0.3
H -5.1918 3.0602 4.9372 0.1 0.1 0.0
H 0.1859 -1.0003 -2.5050 0.2 0.0 -0.1
H -0.3679 3.4510 3.5423 0.0 -0.1 0.2
H 0.5537 0.9481 -1.1799 0.3 -0.2 -1.0
H -2.9167 0.3026 7.6023 0.0 0.1 0.0
H 1.5501 -7.6140 -2.8925 -0.2 0.1 0.2
H -3.6270 0.5194 3.4433 0.0 0.1 0.0
H 3.5294 -0.8142 -4.3155 -0.3 0.0 0.4
H -9.7704 3.8162 7.0454 0.0 0.0 0.0
H 4.2892 4.0438 5.2010 0.0 0.0 0.0
H -2.1993 2.8317 0.3345 -0.2 0.0 -0.1
H 2.0471 -0.1553 -0.4384 0.1 0.3 0.2
H -4.9948 0.8603 4.5306 0.0 0.1 0.0
H -2.1704 2.6845 -6.1628 0.1 0.0 0.0
H 2.4628 -2.2078 -3.8881 0.2 0.2 0.0
H -3.9907 2.7782 6.7692 0.1 0.1 -0.1
H -1.7963 1.3919 3.5354 -0.1 0.1 -0.1
H 1.5190 1.9014 4.8566 0.1 0.0 -0.1
H 1.9154 -6.7410 0.1327 0.1 0.1 -0.3
H 1.6754 -2.0847 -6.3143 0.2 0.0 -0.1
H 0.4481 -0.8773 -4.7690 0.3 0.1 -0.3
H -2.9921 4.2419 2.2514 0.0 0.0 0.1
H 0.0472 1.4214 -2.8968 1.1 -0.4 0.4
H -2.8981 4.3125 -4.3640 0.0 -0.1 0.0
H 1.9307 -0.9326 -2.2727 -0.2 0.2 0.2
H 2.5786 -3.2444 -0.9434 -0.1 0.0 -0.2
H -1.6373 4.3562 4.3220 0.1 -0.1 0.1
H -2.3283 -0.4011 5.3437 0.0 0.0 -0.1
H 2.8765 -3.9767 -5.3519 0.1 0.0 -0.1
H 3.1311 -1.1770 -6.6902 0.2 -0.1 0.1
H 5.3932 -4.1222 -6.1234 0.2 0.1 0.3
H 5.5285 -2.2657 -3.7570 0.3 -0.3 -0.2
H -3.8310 4.1641 4.6738 0.0 0.0 -0.1
H 3.3385 -3.6557 -7.0357 -0.1 -0.1 0.2
H -4.5887 0.5772 7.1437 0.0 0.0 0.0
H -4.4194 3.0932 3.3462 0.1 0.1 0.0
H 4.1955 -3.3904 -3.6694 0.1 0.1 -0.2
H 0.3873 -6.2578 -2.4530 0.1 -0.2 -0.1
H -1.2121 1.9539 5.0687 -0.1 0.0 0.1
H -8.4248 1.9231 7.3691 0.0 0.0 0.0
H -6.8904 1.8362 6.5827 0.0 0.0 0.0
H -9.2041 5.0926 6.0260 0.0 0.0 0.0
H 3.3080 -5.7795 0.5486 0.3 -0.3 -0.2
H -2.5853 1.8364 1.7062 -0.1 0.0 -0.1
H -2.1942 5.6290 -5.3030 0.2 0.0 0.0
H -3.9281 -1.1123 5.5472 0.0 0.0 -0.1
H 4.7123 -3.0734 -1.6175 -0.1 0.0 0.3
H -1.3623 4.6377 1.8264 0.1 0.0 0.2
```
Positions in Å, forces in eV/Å.

**Frontier orbital gap**: 0.0452 Ha
**HOMO level**: -6.22 eV